The following is a quantum chemistry calculation of a structure of composition C32H33N2O3P2PdS2, from the Open Molecules 2025 dataset.

Calculated values
E_HOMO (alpha / beta) (eV): -10.30 / -11.50
ΔE to the lowest compared entry with this formula, charge and spin (kJ/mol): 15.6
<S²>: 2.01
Net charge: +1
2S+1: 3

```
75
Properties=species:S:1:pos:R:3:mulliken_charge:R:1
H 3.0073 -2.5451 0.7659 0.14
C 1.6584 3.6235 1.2407 -0.40
C 0.9307 -4.9827 0.8410 -1.05
C 1.7330 4.9465 1.6489 -0.79
C 2.2314 0.3477 -1.1796 -0.59
H 2.6528 5.4986 1.5120 0.45
H -4.4209 -1.1019 -0.9690 0.38
H 0.6851 6.5865 2.5465 0.42
C -0.6254 3.5296 1.9656 0.20
C 1.1999 1.1806 -0.7576 0.86
C 3.9353 -0.1280 2.7623 -0.82
C -3.5344 1.7097 -2.0918 -0.69
C 1.1909 -0.4645 3.0369 -0.61
O -1.9021 1.4444 2.8409 -0.76
C 0.5904 2.0433 -1.6722 -0.78
C 2.0679 1.2561 -3.4006 -0.83
C 0.6311 5.5555 2.2250 -0.68
P 0.5031 1.1407 0.9091 1.75
H 3.4832 1.1157 1.0899 0.28
C -2.0265 0.9098 -3.7912 -0.27
P -2.1144 -0.5261 -1.3699 1.37
H -2.0093 2.0214 -5.6203 0.45
H 2.7237 -0.3071 -0.4750 0.52
H 4.1054 -1.3972 4.4821 0.44
H -0.6739 -2.4128 -1.6139 0.31
H 2.4157 1.2962 -4.4242 0.41
H 1.6604 -1.6783 4.7370 0.50
C -2.5751 0.7890 -2.5168 0.67
H 3.4839 -0.2440 -2.8139 0.48
O -2.4671 2.2884 0.6782 -0.63
H 2.5230 3.1647 0.7773 0.27
H -1.1868 -1.8282 -3.1994 0.56
C -2.4349 1.9364 -4.6299 -0.67
H -0.2854 -6.9767 2.7530 0.29
C 3.4288 -0.9208 3.7859 -0.63
N 0.2528 -2.7647 0.9847 1.13
H -1.2752 0.2134 -4.1412 0.28
H -0.1486 -7.4286 1.0543 0.39
S -2.1841 2.6856 2.0900 1.50
H 5.0029 0.0138 2.6626 0.45
C -3.5520 -1.6411 -1.3443 -1.22
C -0.8483 -1.5189 -2.2097 -1.16
C 1.2018 -3.6666 0.6238 1.29
H 0.1202 -0.5749 3.1650 0.47
C -3.3908 2.8451 -4.2033 -0.48
S -2.0382 -1.9318 2.0340 -0.30
C 2.4568 -3.1326 0.0272 -1.06
H -0.2247 2.6850 -1.3561 0.39
C -0.5547 4.8483 2.3752 -0.50
H -1.4350 5.3095 2.7990 0.60
C 3.0749 0.4942 1.8750 -0.42
C 1.0310 2.0824 -2.9851 -0.67
C -0.3057 -5.3240 1.4400 0.79
H 0.0825 -0.9586 -2.3035 0.12
H 3.0909 -3.9480 -0.3104 0.47
O -3.1315 3.5790 2.6697 -0.71
H 0.4208 -1.7695 0.8783 -1.13
C 2.0600 -1.0832 3.9268 -0.80
H 0.5598 2.7584 -3.6841 0.54
Pd -1.6880 0.1790 0.8939 -0.43
H -3.3494 -2.4717 -0.6678 0.40
C -0.6363 -6.7447 1.7449 -1.29
H -1.7132 -6.8871 1.7283 0.38
C 0.4859 2.8942 1.4093 0.30
H 1.6461 -5.7416 0.5648 0.45
H -3.9483 1.6473 -1.0940 0.27
H 2.2289 -2.4882 -0.8219 0.16
H -3.7726 -2.0140 -2.3459 0.44
C -3.9416 2.7295 -2.9337 -0.80
C -0.9321 -3.1193 1.5604 0.41
H -3.7078 3.6442 -4.8593 0.42
C 2.6654 0.3883 -2.4981 -0.96
C 1.6939 0.3157 1.9953 0.87
N -1.1977 -4.4133 1.7778 -0.58
H -4.6837 3.4386 -2.5945 0.44
```